[1]
Entry from OMol25: the molecule C2H3NO2 at a distorted geometry (wB97M-V/def2-TZVPD).

For the lowest unoccupied orbital energy, the calculation gives -0.15 eV. The spin multiplicity is 1. The highest occupied orbital energy is -7.94 eV.

Each line ends with the natural charge from an NBO analysis.
CARTESIAN COORDINATES (ANGSTROEM)
O -2.041 3.137 0.948  -0.056
H 0.715 0.225 0.895  0.298
C -0.159 -0.020 0.165  -0.721
O -1.337 3.157 2.148  -0.581
C -0.929 1.183 0.260  0.442
H 0.257 -0.052 -0.765  0.258
H -0.818 -0.958 0.499  0.273
N -1.599 2.157 0.321  0.086

***

[2]
Entry from OMol25: the molecule C20H31N3O4S (wB97M-V/def2-TZVPD).

For the lowest unoccupied orbital energy, the calculation gives 0.65 eV. Its structure (SMILES) is COc1ccc(S(=O)(=O)NC[C@H]2CCCN(C(=O)CN3CCCCC3)C2)cc1. The spin multiplicity is 1. The highest occupied orbital energy is -8.38 eV.

Each line ends with the natural charge from an NBO analysis.
CARTESIAN COORDINATES (ANGSTROEM)
H 1.624 1.045 -2.080  0.201
C 4.498 1.253 -1.046  -0.221
H 4.425 1.242 -2.140  0.191
H 6.723 2.418 -2.220  0.192
C 4.553 3.643 -1.028  -0.212
H 4.037 4.527 -0.643  0.197
C -5.365 -1.574 1.019  -0.168
H -0.077 -2.580 0.572  0.204
H -1.869 -1.066 1.297  0.398
C 0.659 1.405 -1.718  -0.390
H -5.705 -5.254 -0.053  0.230
O -3.437 0.263 -0.285  -0.949
H 6.411 0.262 -1.067  0.212
H -5.260 -0.537 1.294  0.239
H -8.998 -3.263 2.120  0.180
C -0.282 0.226 -1.484  -0.423
C 0.471 0.183 0.885  -0.227
C 5.973 1.165 -0.640  -0.423
H 3.045 3.401 1.089  0.213
H -0.794 -2.414 -1.049  0.228
H -7.929 -3.749 3.468  0.179
S -3.148 -1.125 -0.538  2.313
H 4.492 3.664 -2.122  0.191
H 0.906 -0.406 1.696  0.246
N 1.372 1.283 0.609  -0.439
H 6.508 4.556 -1.012  0.211
C -4.479 -2.115 0.111  -0.368
H 6.047 1.088 0.447  0.203
C 0.277 -0.666 -0.376  -0.238
H 3.951 0.391 -0.656  0.207
H 6.100 3.703 0.479  0.196
C 6.027 3.662 -0.610  -0.421
C -8.400 -4.079 2.537  -0.254
H 7.759 2.377 -0.788  0.209
C 6.721 2.404 -1.126  -0.399
H 1.261 -1.038 -0.687  0.209
H -0.408 -0.350 -2.401  0.221
C 2.585 1.305 1.197  0.683
H -7.066 -1.917 2.254  0.218
C -4.586 -3.436 -0.285  -0.151
H 0.241 2.078 -2.467  0.212
C 3.524 2.451 0.831  -0.316
H -9.047 -4.930 2.743  0.204
H -0.074 2.593 -0.076  0.187
C 0.882 2.175 -0.416  -0.216
H -0.490 0.601 1.206  0.184
H -3.884 -3.822 -1.006  0.237
O -7.445 -4.544 1.611  -0.485
N -1.901 -1.629 0.462  -0.870
H 1.593 2.979 -0.582  0.234
C -6.497 -3.689 1.160  0.316
H 4.409 2.333 1.474  0.200
N 3.831 2.461 -0.590  -0.457
C -6.379 -2.355 1.548  -0.272
C -5.590 -4.222 0.236  -0.254
O -2.849 -1.540 -1.876  -0.940
O 2.919 0.468 2.020  -0.644
C -0.599 -1.899 -0.107  -0.221
H -1.268 0.595 -1.194  0.216

***

[3]
Entry from OMol25: a structure of composition C13H17IrN4O7P2S2Si at a distorted geometry (wB97M-V/def2-TZVPD).

For the lowest unoccupied orbital energy, the calculation gives 4.52 eV. The spin multiplicity is 1. The highest occupied orbital energy is -1.82 eV. Its charge is -2.

Each line ends with the natural charge from an NBO analysis.
CARTESIAN COORDINATES (ANGSTROEM)
C -4.704 -0.964 1.607  0.300
C 0.702 -2.816 -3.105  -0.155
H 2.225 1.110 -4.064  0.213
C -3.271 -0.922 1.558  -0.303
H 1.776 3.176 0.268  0.276
C -0.136 -3.532 -2.239  -0.359
Si 1.486 1.741 -1.732  1.841
O 1.799 -0.149 4.074  -1.017
C -0.555 -2.936 -1.062  0.273
O 2.974 1.772 2.954  -1.130
Ir -0.295 -0.081 0.657  0.990
H -1.070 -3.657 0.884  0.253
C 0.579 -0.939 -1.627  0.426
H -0.397 2.318 -3.244  0.219
C -2.539 -1.534 2.525  -0.325
O 0.290 4.038 2.317  -1.140
H -1.649 -4.669 -0.466  0.195
N -3.646 -2.817 4.473  -0.388
C -3.171 -2.233 3.599  0.299
H -2.431 -3.116 -0.079  0.242
P 1.834 0.858 2.822  2.555
N -5.856 -0.997 1.613  -0.379
H 1.030 -0.739 3.986  0.506
P -0.333 2.714 2.149  2.558
O -1.815 2.681 2.795  -0.993
O 0.383 1.576 3.056  -1.126
C 2.722 1.372 -3.126  -1.128
H 3.315 2.273 -3.305  0.222
C 2.437 2.633 -0.408  -1.150
N 0.732 0.294 -1.164  -1.014
C -1.479 -3.648 -0.125  -0.658
H 0.610 3.747 -2.934  0.212
H 1.056 -3.287 -4.016  0.192
O 1.690 0.033 1.526  -1.134
S -2.598 -0.076 0.194  -0.030
H -1.774 3.089 3.666  0.486
H 3.413 0.566 -2.865  0.227
H 3.130 3.350 -0.860  0.210
C 1.072 -1.530 -2.822  -0.333
H -0.459 -4.536 -2.474  0.198
C 0.173 2.853 -2.479  -1.133
H 3.009 1.934 0.206  0.273
S -0.796 -1.569 2.452  -0.156
O -0.480 2.105 0.754  -1.124
H 1.708 -0.959 -3.479  0.216
N -0.176 -1.688 -0.767  -0.472
H -0.517 3.161 -1.691  0.264

***

[4]
Entry from OMol25: the molecule C10H17NO at a distorted geometry (wB97M-V/def2-TZVPD).

For the lowest unoccupied orbital energy, the calculation gives 0.97 eV. Its structure (SMILES) is C[C@@H](CCc1ccco1)N(C)C. The spin multiplicity is 1. The highest occupied orbital energy is -7.93 eV.

Each line ends with the natural charge from an NBO analysis.
CARTESIAN COORDINATES (ANGSTROEM)
C -1.797 -2.032 -2.741  0.060
C 1.283 1.944 -0.203  -0.635
H -1.954 2.524 2.261  0.201
H 0.362 -1.213 0.994  0.223
H -2.176 1.779 0.698  0.199
H 1.549 1.765 -1.241  0.205
C 0.517 1.480 2.742  -0.411
C 1.296 -1.285 -0.941  -0.444
H 1.830 -0.621 -1.638  0.222
C -0.502 -3.048 -1.221  -0.325
H 2.188 1.879 0.363  0.202
C 0.973 -0.565 0.359  -0.392
H -2.391 -4.025 -2.058  0.227
C 0.278 0.836 0.223  -0.029
H 1.948 -2.146 -0.757  0.230
H 1.951 -0.363 0.815  0.194
H 1.219 2.326 2.629  0.165
O -0.750 -1.213 -2.411  -0.414
H 1.091 0.605 3.007  0.200
C 0.031 -1.841 -1.515  0.292
H -0.131 1.647 3.600  0.205
H 0.831 2.937 -0.154  0.211
C -1.705 -3.182 -2.008  -0.302
H -2.590 -1.785 -3.424  0.208
N -0.318 1.258 1.533  -0.469
H -1.060 3.164 0.853  0.160
H -0.483 0.715 -0.543  0.205
H -0.081 -3.776 -0.549  0.221
C -1.408 2.234 1.328  -0.408

***

[5]
Entry from OMol25: a structure of composition C12H26ErNO3P2 at a distorted geometry (wB97M-V/def2-TZVPD).

For the lowest unoccupied orbital energy (spin up / spin down), the calculation gives -8.23 / -8.44 eV. The spin multiplicity is 4. The highest occupied orbital energy (spin up / spin down) is -12.72 / -12.40 eV. Its charge is +2.

Each line ends with the natural charge from an NBO analysis.
CARTESIAN COORDINATES (ANGSTROEM)
H 0.999 -3.826 0.155  0.270
O -1.567 0.045 -2.748  -0.952
H 1.623 -0.598 2.855  0.283
Er -1.137 -0.053 -0.325  1.880
H 1.297 -4.611 1.683  0.319
C -3.183 1.449 1.924  -0.241
H -1.721 -2.577 3.189  0.272
C 1.763 -1.324 2.021  -0.757
H 1.055 1.729 -3.102  0.253
C 0.815 1.694 -2.033  -0.810
N 1.181 0.049 -0.165  -0.758
H 2.644 -1.999 2.212  0.295
O -2.626 -3.836 -1.261  -0.949
H -0.916 3.947 -3.273  0.257
C 3.420 -0.161 0.644  -0.278
H -0.682 0.155 -3.078  0.523
C 0.593 -3.940 1.168  -0.896
H -2.394 -4.319 -2.059  0.496
H -0.363 -3.339 4.101  0.299
C -1.489 3.103 -2.868  -0.919
H -1.623 2.328 -3.638  0.254
H -3.458 0.900 2.833  0.188
H 4.045 -0.528 1.449  0.232
H -0.571 -1.548 4.052  0.279
O -2.454 0.607 1.036  -0.943
H -0.606 -0.877 1.600  0.020
C 3.024 0.975 -1.422  -0.231
H 3.329 1.577 -2.289  0.247
H 0.551 4.520 -1.601  0.255
C 1.645 0.879 -1.213  0.201
H -0.252 4.343 0.077  0.246
H -0.333 -4.524 1.089  0.282
H -4.095 1.840 1.453  0.199
H -3.132 -3.030 -1.507  0.469
H 4.945 0.781 -0.525  0.248
C 3.900 0.546 -0.445  -0.126
H -2.476 3.439 -2.518  0.257
H -2.553 2.304 2.200  0.182
C 0.354 3.891 -0.720  -0.896
H 1.295 3.446 -0.360  0.251
C 2.087 -0.482 0.711  0.218
C -0.654 -2.479 3.470  -0.946
P 0.166 -2.230 1.847  1.193
H -1.809 -0.782 -3.252  0.517
P -0.636 2.514 -1.367  0.816

***

| no. | E_tot (eV) |
| --- | --- |
| 1 | -7699.522 |
| 2 | -44738.664 |
| 3 | -85027.410 |
| 4 | -14181.866 |
| 5 | -66679.962 |